Computed, not measured: 12 unconnected molecules or ions with the total composition C48H132N12O12 at a distorted geometry, with ωB97M-V with the def2-TZVPD basis set.

The SMILES is COC[C@H](C)N.COC[C@H](C)N.COC[C@H](C)N.COC[C@H](C)N.COC[C@H](C)N.COC[C@H](C)N.COC[C@H](C)N.COC[C@H](C)N.COC[C@H](C)N.COC[C@H](C)N.COC[C@H](C)N.COC[C@H](C)N. As for the HOMO energy: -8.78 eV. Its molar mass is 1069.66 g/mol. As for the energy relative to the best compared isomer or geometry (same formula, charge and spin): 67.4 kcal/mol. The value obtained for the total energy is -3467.67919 Eh.

Element x y z (Å)
C  -0.671  -3.113  1.488
C  -2.104  -3.467  1.940
C  -2.357  -4.957  2.050
O  -2.272  -5.691  0.833
C  -2.848  -5.041  -0.281
N  -2.466  -2.891  3.247
H  -0.043  -3.975  1.723
H  -0.196  -2.281  2.008
H  -0.797  -2.822  0.446
H  -2.853  -2.951  1.334
H  -3.337  -5.140  2.500
H  -1.573  -5.363  2.697
H  -3.041  -5.789  -1.056
H  -2.092  -4.394  -0.740
H  -3.799  -4.545  -0.077
H  -2.701  -1.909  3.199
H  -1.855  -3.030  4.044
C  -3.019  0.485  6.969
C  -2.305  1.577  6.177
C  -1.243  0.932  5.314
O  -0.807  1.878  4.323
C  0.489  1.621  3.855
N  -3.220  2.312  5.324
H  -3.841  0.882  7.569
H  -2.289  0.102  7.688
H  -3.458  -0.276  6.325
H  -1.818  2.238  6.911
H  -1.700  0.113  4.741
H  -0.344  0.644  5.864
H  1.269  1.660  4.627
H  0.817  2.416  3.178
H  0.457  0.684  3.287
H  -3.836  2.898  5.870
H  -2.705  2.866  4.653
C  0.494  5.060  -5.269
C  1.137  5.816  -4.128
C  0.866  5.200  -2.757
O  -0.496  5.442  -2.492
C  -0.914  4.868  -1.283
N  2.608  5.990  -4.289
H  -0.589  4.959  -5.100
H  0.822  4.038  -5.465
H  0.461  5.654  -6.189
H  0.676  6.805  -4.097
H  1.511  5.724  -2.047
H  1.036  4.117  -2.788
H  -0.592  5.396  -0.381
H  -0.611  3.810  -1.277
H  -2.004  4.793  -1.221
H  3.001  5.071  -4.503
H  2.674  6.404  -5.221
C  8.173  2.011  -2.513
C  7.537  1.515  -1.220
C  6.049  1.315  -1.358
O  5.371  2.542  -1.412
C  3.980  2.333  -1.546
N  8.128  0.190  -0.934
H  7.650  2.869  -2.945
H  8.002  1.248  -3.282
H  9.224  2.266  -2.395
H  7.887  2.206  -0.445
H  5.743  0.708  -0.488
H  5.827  0.733  -2.263
H  3.692  1.825  -2.466
H  3.504  3.317  -1.496
H  3.611  1.837  -0.644
H  7.955  -0.128  0.011
H  9.129  0.242  -1.074
C  -4.228  -1.506  -2.436
C  -5.014  -2.210  -3.546
C  -5.119  -1.402  -4.815
O  -5.714  -0.135  -4.669
C  -7.084  -0.159  -4.308
N  -4.378  -3.474  -3.897
H  -4.884  -0.742  -2.015
H  -3.348  -1.057  -2.898
H  -3.957  -2.214  -1.653
H  -6.038  -2.341  -3.167
H  -5.658  -1.988  -5.584
H  -4.158  -1.257  -5.322
H  -7.538  0.823  -4.413
H  -7.109  -0.461  -3.254
H  -7.666  -0.900  -4.869
H  -4.536  -3.744  -4.856
H  -4.574  -4.227  -3.257
C  -5.993  -2.244  5.542
C  -6.110  -1.772  4.096
C  -5.392  -0.442  3.975
O  -5.454  -0.027  2.613
C  -4.575  1.047  2.317
N  -5.499  -2.828  3.268
H  -6.475  -1.477  6.167
H  -4.969  -2.359  5.891
H  -6.616  -3.119  5.722
H  -7.148  -1.705  3.768
H  -4.329  -0.484  4.242
H  -5.926  0.305  4.578
H  -3.600  0.646  2.002
H  -4.444  1.655  3.215
H  -4.986  1.623  1.491
H  -4.518  -2.897  3.562
H  -5.369  -2.519  2.305
C  6.280  -4.258  -6.576
C  6.190  -4.510  -5.067
C  6.337  -3.166  -4.379
O  6.216  -3.415  -2.983
C  6.376  -2.255  -2.201
N  4.900  -5.143  -4.780
H  5.655  -3.403  -6.843
H  6.100  -5.109  -7.227
H  7.308  -3.924  -6.759
H  7.051  -5.115  -4.776
H  5.577  -2.427  -4.665
H  7.343  -2.748  -4.531
H  7.196  -1.638  -2.573
H  6.563  -2.549  -1.171
H  5.466  -1.637  -2.221
H  4.626  -4.880  -3.839
H  4.212  -4.787  -5.431
C  2.369  -0.693  1.174
C  1.417  -0.770  -0.018
C  0.202  0.099  0.158
O  -0.571  0.000  -1.006
C  -1.753  0.764  -0.979
N  2.169  -0.429  -1.235
H  1.990  -1.258  2.029
H  2.464  0.337  1.535
H  3.357  -1.074  0.919
H  1.140  -1.833  -0.035
H  0.450  1.093  0.566
H  -0.413  -0.267  1.005
H  -2.289  0.609  -1.914
H  -1.500  1.830  -0.973
H  -2.412  0.503  -0.144
H  1.588  -0.606  -2.059
H  2.929  -1.100  -1.285
C  -7.502  5.132  -3.253
C  -6.825  4.290  -4.320
C  -5.869  3.279  -3.716
O  -4.591  3.867  -3.501
C  -3.644  2.846  -3.316
N  -7.799  3.564  -5.146
H  -8.354  5.713  -3.605
H  -6.765  5.725  -2.717
H  -7.949  4.424  -2.543
H  -6.198  4.964  -4.922
H  -5.791  2.367  -4.317
H  -6.202  2.963  -2.715
H  -3.954  2.123  -2.549
H  -2.697  3.264  -2.970
H  -3.464  2.347  -4.275
H  -7.325  3.227  -5.983
H  -8.441  4.223  -5.583
C  7.590  2.223  7.336
C  7.337  1.825  5.885
C  6.066  0.989  5.800
O  5.782  0.724  4.435
C  4.489  0.237  4.237
N  7.349  3.012  5.051
H  7.536  1.339  7.981
H  6.848  2.917  7.744
H  8.559  2.705  7.447
H  8.160  1.137  5.664
H  5.251  1.594  6.229
H  6.151  0.036  6.333
H  4.276  0.180  3.170
H  3.652  0.817  4.653
H  4.405  -0.779  4.649
H  6.410  3.402  5.012
H  7.521  2.754  4.084
C  0.274  1.098  -4.736
C  -0.329  -0.303  -4.767
C  0.122  -1.100  -5.974
O  -0.313  -0.455  -7.142
C  -0.048  -1.219  -8.292
N  0.210  -1.048  -3.582
H  1.213  1.073  -4.180
H  -0.360  1.798  -4.180
H  0.391  1.517  -5.735
H  -1.420  -0.252  -4.715
H  -0.311  -2.110  -5.893
H  1.214  -1.226  -5.952
H  -0.449  -2.234  -8.206
H  1.048  -1.264  -8.401
H  -0.401  -0.776  -9.220
H  -0.183  -1.992  -3.674
H  -0.378  -0.749  -2.798
C  -0.580  -3.056  8.516
C  -0.308  -2.523  7.118
C  1.183  -2.670  6.825
O  1.729  -1.571  6.122
C  1.466  -1.636  4.736
N  -1.209  -3.227  6.155
H  0.068  -2.660  9.305
H  -0.372  -4.131  8.554
H  -1.593  -2.880  8.883
H  -0.609  -1.480  7.013
H  1.446  -3.596  6.287
H  1.743  -2.777  7.756
H  1.680  -2.595  4.244
H  2.072  -0.876  4.253
H  0.398  -1.427  4.584
H  -1.909  -3.760  6.652
H  -0.610  -3.823  5.596